Record 1
Formula: C14H24F3N2O2
Source: OMol25
Level of theory: ωB97M-V with the def2-TZVPD basis set

Properties
SMILES ... CC(=O)N(C)CCCC[C@]1(CCC(F)=C(F)F)COC[NH2+]1
Gap between HOMO and LUMO ... 7.61 eV
Net charge ... +1
Lowest unoccupied orbital energy ... -3.14 eV

Last column: Mulliken charge in e.
CARTESIAN COORDINATES (ANGSTROEM)
C: -2.6538 1.0172 3.5078  -1.177
C: -1.4606 0.5714 2.6646  0.208
O: -1.0427 -0.5323 2.8280  -0.533
N: -0.8365 1.3816 1.6673  0.799
C: -1.7816 2.2757 0.9753  -1.398
C: 0.3509 2.0887 2.1746  -0.988
C: 1.6732 1.5448 1.5879  -0.945
C: 1.6323 1.3788 0.0491  0.263
C: 2.3617 0.0951 -0.4229  -1.491
C: 1.4287 -1.0145 -0.9870  1.439
C: 0.2537 -0.6196 -1.9224  -1.319
C: -1.0802 -1.3759 -1.5917  -0.197
C: -2.1536 -0.6597 -2.3594  0.013
F: -2.2096 -0.8930 -3.6991  -0.301
C: -3.0369 0.2516 -1.8326  0.229
F: -2.9247 1.5397 -1.9731  -0.193
F: -4.0742 -0.1447 -1.1638  -0.188
C: 1.2404 -2.2301 -0.0174  -0.724
O: 1.2351 -3.4164 -0.9037  -0.430
C: 1.7578 -3.1106 -2.1547  -0.308
N: 2.3688 -1.7654 -1.9482  -0.377
H: -3.0602 2.0014 3.2513  0.319
H: -2.3601 1.0105 4.5643  0.356
H: -3.4469 0.2686 3.3900  0.337
H: -2.0600 3.1702 1.5526  0.348
H: -2.6472 1.6714 0.6748  0.479
H: -1.3145 2.6020 0.0335  0.331
H: 0.4086 2.0343 3.2742  0.440
H: 0.3001 3.1670 1.9519  0.448
H: 2.4470 2.2896 1.8297  0.306
H: 1.9370 0.6161 2.1137  0.422
H: 2.1803 2.2319 -0.3769  0.450
H: 0.6009 1.4743 -0.3038  -0.430
H: 3.1263 0.3576 -1.1712  0.470
H: 2.9200 -0.2963 0.4415  0.508
H: 0.4695 -0.8571 -2.9755  0.356
H: -0.0042 0.4441 -1.8989  0.588
H: -1.0273 -2.4444 -1.8518  0.529
H: -1.2939 -1.3350 -0.5140  0.221
H: 0.2784 -2.3090 0.4879  0.156
H: 2.1277 -2.4301 0.5967  0.525
H: 0.9212 -3.1164 -2.8696  0.308
H: 2.5675 -3.7298 -2.5667  0.381
H: 3.1819 -1.9565 -1.3479  0.436
H: 2.7000 -1.2471 -2.7645  0.331

Record 2
Formula: C14H24GeN2OSe4TeTi
Source: OMol25
Level of theory: ωB97M-V with the def2-TZVPD basis set

Properties
Energy above the lowest of the compared OMol25 structures with the same formula, charge and spin ... 73.0 kcal/mol
Gap between HOMO and LUMO (spin up / spin down) ... 4.95 / 4.60 eV
Net charge ... -1
Lowest unoccupied orbital energy (spin up / spin down) ... 1.24 / 1.08 eV
2S+1 ... 2
Expectation value of S² ... 0.855

Last column: Mulliken spin population.
CARTESIAN COORDINATES (ANGSTROEM)
Ti: 0.1146 0.3856 -0.3426  -0.289
Se: -1.4811 0.7313 -2.0760  0.552
Se: 1.8129 2.2158 -1.3658  0.259
Te: 2.6766 1.8530 0.9177  0.204
Se: 2.0212 -0.3661 1.7403  0.099
Se: -1.1265 3.3099 3.2603  0.001
C: -0.8500 2.2781 1.9162  -0.016
N: -0.6367 1.5513 1.0143  0.020
C: -5.3828 -2.2125 2.8372  0.000
C: -4.0440 -2.8398 3.2095  0.003
C: -3.1056 -2.9647 2.0069  -0.012
C: -2.6676 -1.6161 1.4606  0.017
Ge: -1.2961 -1.7648 -0.0251  0.123
C: -2.0104 -2.6932 -1.6965  0.010
C: -2.7339 -4.0304 -1.5627  0.004
C: -1.9064 -5.1634 -0.9569  0.002
C: -0.6936 -5.5213 -1.8071  0.001
H: -6.0742 -2.2677 3.6755  0.000
H: -5.8193 -2.7349 1.9873  0.000
H: -5.2575 -1.1660 2.5725  0.000
H: -4.2125 -3.8389 3.6243  0.000
H: -3.5614 -2.2340 3.9801  0.000
H: -3.6079 -3.5287 1.2189  -0.002
H: -2.2197 -3.5320 2.3052  -0.007
H: -2.2190 -1.0222 2.2640  0.002
H: -3.5200 -1.0559 1.0719  0.005
H: -0.2734 -2.8271 0.5609  0.014
H: -1.1662 -2.7772 -2.3878  -0.003
H: -2.6982 -1.9749 -2.1526  -0.009
H: -3.0732 -4.3420 -2.5570  0.000
H: -3.6265 -3.8782 -0.9529  -0.001
H: -2.5441 -6.0476 -0.8483  -0.001
H: -1.5717 -4.8642 0.0374  -0.003
H: -0.9971 -5.7009 -2.8372  0.000
H: -0.2051 -6.4172 -1.4278  0.000
H: 0.0312 -4.7109 -1.7902  0.000
O: 1.1934 -0.7603 -1.1374  0.046
N: 1.8879 -1.3164 -2.1076  -0.012
C: 2.9358 -2.1399 -1.7815  0.001
C: 3.6654 -2.7366 -2.7637  -0.001
C: 3.3525 -2.5269 -4.1128  0.001
C: 2.2672 -1.6885 -4.4128  -0.002
C: 1.5498 -1.0939 -3.4186  -0.002
H: 3.1153 -2.2545 -0.7217  -0.003
H: 4.4885 -3.3737 -2.4814  0.000
H: 3.9292 -2.9955 -4.8916  0.000
H: 1.9897 -1.5065 -5.4391  0.000
H: 0.7033 -0.4358 -3.5762  0.001

Record 3
Formula: C14H24N4O
Source: OMol25
Level of theory: ωB97M-V with the def2-TZVPD basis set

Properties
Energy above the lowest of the compared OMol25 structures with the same formula, charge and spin ... 19.8 kcal/mol
SMILES ... CN(C)CCCNCCCNC(=O)c1ccccn1
Gap between HOMO and LUMO ... 8.73 eV
Lowest unoccupied orbital energy ... 0.57 eV

Last column: Mulliken charge in e.
CARTESIAN COORDINATES (ANGSTROEM)
C: 2.0815 3.0560 -1.1407  -1.056
N: 1.6104 1.7291 -0.8079  0.218
C: 2.0844 0.7669 -1.7810  -0.944
C: 1.9773 1.3217 0.5387  -0.591
C: 1.2075 2.0755 1.6213  -0.794
C: -0.2988 1.8360 1.5198  -0.983
N: -0.6557 0.4381 1.6728  0.071
C: -0.4565 -0.0958 3.0047  -0.614
C: -1.0426 -1.4992 3.1445  -0.947
C: -0.4642 -2.4968 2.1389  -0.708
N: -0.9830 -2.2871 0.8132  -0.089
C: -0.2275 -2.0423 -0.2687  0.039
O: 0.9875 -2.1192 -0.3052  -0.743
C: -1.0511 -1.6990 -1.4752  0.961
C: -0.4619 -1.6372 -2.7332  -0.486
C: -1.2511 -1.2963 -3.8184  -0.501
C: -2.5951 -1.0317 -3.6077  -0.484
C: -3.0889 -1.1302 -2.3145  -0.263
N: -2.3446 -1.4561 -1.2749  -0.433
H: 1.6338 3.7905 -0.4745  0.253
H: 1.7781 3.2935 -2.1600  0.372
H: 3.1796 3.1456 -1.0751  0.350
H: 1.6563 1.0057 -2.7553  0.328
H: 3.1829 0.7650 -1.8731  0.386
H: 1.7625 -0.2277 -1.4833  0.129
H: 1.7341 0.2620 0.6304  0.278
H: 3.0626 1.4473 0.7139  0.308
H: 1.5756 1.7520 2.5960  0.372
H: 1.3889 3.1489 1.5481  0.398
H: -0.6220 2.1413 0.5227  0.463
H: -0.8078 2.4741 2.2690  0.336
H: -1.6267 0.3183 1.4012  0.214
H: -0.9010 0.5541 3.7850  0.318
H: 0.6199 -0.1457 3.1897  0.321
H: -0.8374 -1.8593 4.1542  0.376
H: -2.1284 -1.4595 3.0183  0.373
H: 0.6214 -2.3966 2.0741  0.378
H: -0.7062 -3.5172 2.4632  0.319
H: -1.9747 -2.1269 0.6975  0.324
H: 0.5880 -1.8599 -2.8350  0.511
H: -0.8274 -1.2386 -4.8106  0.435
H: -3.2466 -0.7591 -4.4234  0.384
H: -4.1331 -0.9402 -2.0992  0.421

Record 4
Formula: C14H24N4O5Y
Source: OMol25
Level of theory: ωB97M-V with the def2-TZVPD basis set

Properties
Energy above the lowest of the compared OMol25 structures with the same formula, charge and spin ... 10.8 kcal/mol
Gap between HOMO and LUMO ... 5.32 eV
Net charge ... +1
Lowest unoccupied orbital energy ... -4.13 eV

Last column: Mulliken charge in e.
CARTESIAN COORDINATES (ANGSTROEM)
O: -2.0406 -0.9338 0.4737  -0.743
H: -2.0060 -1.5877 1.1950  0.120
Y: 0.4138 -0.7847 -0.1980  1.882
N: 0.3637 -1.8933 -2.3136  0.063
N: -0.3600 0.4672 -2.1728  0.380
O: 0.6581 -3.2555 -2.2285  -0.416
O: -0.9006 1.7650 -2.0098  -0.503
C: -0.0662 -1.4303 -3.4885  0.230
C: -0.4266 -0.0383 -3.4189  0.634
C: -0.1830 -2.2404 -4.7311  -1.460
C: -0.8659 0.7412 -4.6149  -1.902
H: 0.0639 -3.2873 -4.5310  0.374
H: 0.4962 -1.8602 -5.5079  0.354
H: -1.2056 -2.1893 -5.1319  0.360
H: -0.5452 1.7930 -4.5790  0.556
H: -1.9606 0.7040 -4.7570  0.413
H: -0.4167 0.3053 -5.5186  0.357
H: 0.8012 -3.3271 -1.2243  0.423
H: -1.4186 1.9193 -2.8315  0.362
O: 2.5217 0.1027 -0.8835  -0.525
H: 3.2056 0.3854 -0.2482  0.257
H: 2.9080 0.1355 -1.7767  0.263
C: -4.5134 -0.9081 0.6540  -1.013
H: -4.6314 -1.7790 1.3039  0.199
H: -5.0737 -1.0602 -0.2733  0.273
H: -4.8845 -0.0145 1.1662  0.297
O: 0.8561 -2.6709 0.2860  -0.898
H: -3.3740 -0.7647 0.3929  0.049
H: 0.9310 -3.4171 0.9016  0.219
N: -0.1236 1.6420 0.5226  -0.281
C: 0.1803 1.8871 1.8955  0.335
C: -0.4454 2.8851 2.6296  -0.437
C: -0.0582 3.1221 3.9652  -0.773
C: 0.9447 2.3743 4.5628  -0.848
C: 1.5842 1.3177 3.8632  0.554
C: 2.5740 0.4866 4.4262  -0.549
C: 3.0658 -0.5805 3.6973  -0.875
C: 2.5782 -0.8175 2.4057  -0.244
N: 1.6627 -0.0159 1.8183  0.016
C: 1.1699 1.0564 2.5146  0.401
H: -1.0817 1.8783 0.2560  0.306
H: 0.4746 2.1537 -0.1307  0.297
H: -1.2250 3.4901 2.1610  0.411
H: -0.5540 3.9133 4.5263  0.383
H: 1.2600 2.5767 5.5884  0.396
H: 2.9214 0.6932 5.4379  0.437
H: 3.8140 -1.2574 4.1033  0.389
H: 2.9113 -1.6814 1.8224  0.479

Record 5
Formula: C14H24N8ORhS3
Source: OMol25
Level of theory: ωB97M-V with the def2-TZVPD basis set

Properties
Energy above the lowest of the compared OMol25 structures with the same formula, charge and spin ... 18.0 kcal/mol
Gap between HOMO and LUMO (spin up / spin down) ... 7.43 / 5.53 eV
Net charge ... +1
Lowest unoccupied orbital energy (spin up / spin down) ... -2.48 / -4.97 eV
2S+1 ... 5
Expectation value of S² ... 6.079

Last column: Mulliken spin population.
CARTESIAN COORDINATES (ANGSTROEM)
Rh: 0.2501 -0.8712 0.3030  2.314
N: 0.2604 -5.4203 0.1058  0.070
C: 0.3776 -4.0828 0.0000  -0.013
S: -0.6578 -3.1075 0.9849  0.260
N: 1.3289 -3.6033 -0.7395  0.190
N: 1.4415 -2.3058 -0.9918  0.227
C: 2.5526 -1.9539 -1.5840  -0.089
C: 2.8664 -0.6822 -2.1072  0.145
C: 4.0512 -0.5481 -2.8543  -0.105
C: 4.3801 0.6253 -3.4753  0.157
C: 3.5184 1.7284 -3.3709  -0.029
C: 2.3592 1.6479 -2.6534  0.073
C: 1.9713 0.4437 -1.9944  0.117
O: 0.8746 0.4067 -1.3586  0.320
H: -0.5426 -5.7989 0.5769  0.002
H: 0.7238 -5.9902 -0.5804  -0.002
H: 3.2897 -2.7476 -1.7319  0.002
H: 4.6823 -1.4175 -2.9575  -0.003
H: 5.2816 0.6928 -4.0629  0.006
H: 3.7720 2.6435 -3.8835  0.001
H: 1.6759 2.4793 -2.5701  -0.001
N: 2.0252 -1.7473 2.0224  0.074
N: 2.8175 -0.7186 2.5368  -0.009
C: 2.3575 0.5513 2.5744  0.006
N: 3.1532 1.4440 3.1793  0.010
S: 0.8778 1.0225 1.9578  0.088
H: 1.4544 -2.1969 2.7447  -0.008
H: 2.6022 -2.4560 1.5738  -0.009
H: 3.6168 -0.9551 3.1221  0.002
H: 4.0626 1.1762 3.5172  0.000
H: 2.9147 2.4198 3.1754  -0.001
C: -1.9838 2.0139 -1.6054  0.005
N: -2.9120 1.9632 -0.4999  0.014
C: -3.5344 3.2298 -0.1804  -0.001
C: -3.0212 0.8808 0.2697  0.022
S: -2.1622 -0.5578 -0.0756  0.153
N: -3.8809 0.8470 1.3180  0.018
C: -3.6280 -0.0649 2.4165  -0.008
C: -5.2829 1.2145 1.2055  0.001
H: -2.4734 2.4568 -2.4743  0.000
H: -1.6375 1.0147 -1.8614  -0.006
H: -1.1151 2.6135 -1.3206  -0.001
H: -2.8833 4.0292 -0.5296  0.000
H: -3.6685 3.3279 0.8953  0.001
H: -4.4997 3.3445 -0.6799  0.001
H: -2.5596 -0.2594 2.5026  0.003
H: -4.1549 -1.0140 2.2807  0.001
H: -3.9744 0.4084 3.3376  0.000
H: -5.5131 1.6148 0.2231  0.000
H: -5.5618 1.9425 1.9718  0.001
H: -5.8926 0.3165 1.3473  0.000

Number 1: calculated total energy -1107.01216 Eh. Number 2: calculated total energy -13532.80532 Eh. Number 3: calculated total energy -842.13535 Eh. Number 4: calculated total energy -1181.24242 Eh. Number 5: calculated total energy -2366.00238 Eh.